The following is a DFT calculation (the ωB97M-V functional and the def2-TZVPD basis) of C46H59O10P2S3Sc as an isolated structure.

The HOMO-LUMO gap is 3.614 eV. The net charge is -2. For the total energy, the calculation gives -5179.049514 Ha. The calculation puts the HOMO energy at 0.06 eV. As for the LUMO energy: 0.135 Ha. The value obtained for the largest force on an atom is 0.7 eV/A. As for the energy above the lowest of the compared OMol25 structures with the same formula, charge and spin: 0.000 eV.

CARTESIAN COORDINATES (ANGSTROEM)
Sc 0.413 0.021 -0.699
C -0.513 1.088 3.655
C -1.906 0.636 3.296
C -2.843 0.616 4.485
O -1.858 -0.755 2.835
P -1.785 -1.453 1.448
O -0.522 -1.494 0.689
C -3.167 -0.920 0.398
P -2.752 -1.310 -1.307
O -1.567 -0.598 -1.817
O -4.060 -1.057 -2.173
C -4.663 0.261 -2.348
C -5.718 0.066 -3.417
C -3.661 1.336 -2.708
O -2.675 -2.880 -1.256
C -2.144 -3.799 -2.249
C -1.065 -3.199 -3.125
C -3.317 -4.341 -3.045
O -2.146 -2.952 1.865
C -3.259 -3.225 2.731
C -4.069 -4.328 2.079
C -2.727 -3.604 4.098
H -0.546 2.136 3.966
H 0.170 0.994 2.809
H -0.122 0.492 4.482
H -2.331 1.227 2.486
H -2.433 -0.013 5.278
H -3.832 0.243 4.205
H -2.955 1.631 4.871
H -3.319 0.160 0.488
H -4.070 -1.476 0.672
H -5.142 0.507 -1.396
H -5.241 -0.196 -4.364
H -6.281 0.990 -3.559
H -6.410 -0.732 -3.139
H -3.110 1.079 -3.615
H -2.948 1.517 -1.908
H -4.201 2.270 -2.879
H -1.712 -4.592 -1.638
H -1.477 -2.439 -3.793
H -0.648 -4.003 -3.739
H -0.257 -2.741 -2.552
H -3.777 -3.539 -3.627
H -4.071 -4.769 -2.383
H -2.970 -5.115 -3.734
H -3.873 -2.323 2.825
H -3.461 -5.231 1.986
H -4.387 -4.033 1.078
H -4.952 -4.561 2.679
H -2.084 -4.483 4.015
H -3.550 -3.836 4.779
H -2.140 -2.786 4.515
C -0.628 3.408 0.637
C -1.654 2.302 0.504
O -2.873 2.572 0.495
O -1.201 1.111 0.454
H -1.092 4.390 0.552
H 0.160 3.277 -0.105
H -0.151 3.306 1.614
C 1.840 0.629 0.868
C 2.498 0.516 1.902
C 3.249 0.430 3.114
C 2.691 -0.438 4.125
C 1.762 -1.454 3.753
C 1.147 -2.271 4.678
C 1.398 -2.141 6.047
C 2.292 -1.153 6.441
C 2.927 -0.332 5.521
C 4.417 1.248 3.253
C 5.405 1.087 4.261
C 6.526 1.899 4.331
C 6.751 2.917 3.412
C 5.811 3.077 2.390
C 4.693 2.276 2.306
H 1.524 -1.565 2.703
H 0.454 -3.027 4.318
H 0.912 -2.782 6.774
H 2.498 -1.004 7.498
H 3.568 0.454 5.895
H 5.319 0.276 4.971
H 7.249 1.716 5.122
H 7.628 3.551 3.477
H 5.956 3.849 1.639
H 3.986 2.416 1.496
O 0.460 1.610 -1.965
C 0.839 2.222 -3.117
C -0.298 3.110 -3.662
C -1.273 3.717 -2.930
C -2.133 4.532 -3.717
C -1.795 4.531 -5.036
S -0.437 3.526 -5.327
C 2.050 3.119 -2.794
C 2.824 2.973 -1.683
C 3.885 3.921 -1.620
C 3.892 4.774 -2.679
S 2.607 4.434 -3.764
C 1.233 1.213 -4.201
C 2.391 1.086 -4.910
C 2.346 0.029 -5.863
C 1.155 -0.629 -5.844
S 0.100 0.008 -4.660
H -1.374 3.564 -1.866
H -2.972 5.084 -3.313
H -2.284 5.050 -5.848
H 2.626 2.216 -0.931
H 4.603 3.959 -0.811
H 4.576 5.587 -2.870
H 3.243 1.732 -4.753
H 3.170 -0.239 -6.510
H 0.868 -1.490 -6.430
C 3.033 -2.468 -3.040
C 2.765 -1.665 -1.769
C 3.157 -2.461 -0.529
O 1.413 -1.313 -1.728
H 4.083 -2.771 -3.114
H 2.767 -1.884 -3.923
H 2.415 -3.373 -3.025
H 3.381 -0.754 -1.795
H 2.590 -3.398 -0.496
H 2.937 -1.880 0.367
H 4.227 -2.699 -0.533

These are the Löwdin partial charges, in e, on atoms 1 to 8: number 1, Sc, carries 0.866; number 2, C, carries -0.018; number 3, C, carries -0.388; number 4, C, carries -0.044; number 5, O, carries -0.160; number 6, P, carries 0.512; number 7, O, carries -0.277; number 8, C, carries -0.182